[1]
18
Properties=species:S:1:pos:R:3 method="wB97M-V/def2-TZVPD" largest_force_ev_per_a=4.08 orbital_gap_ev="7.54 / 6.75" e_above_lowest_ev=2.424 e_homo_ev="-8.453 / -8.280" energy_ha=-8213.37357 e_lumo_ev="-0.917 / -1.531" charge=0
C 0.93688 -0.89299 -0.83136
C 0.81336 1.55258 -1.08245
C 1.43734 0.45829 -0.95226
C -1.55185 0.84101 -0.32425
C -0.87474 -0.10606 0.62012
C -0.10520 -1.16678 -0.03064
N 0.96966 2.86923 -0.95691
N 1.50401 3.40109 0.28100
O 1.87100 2.56069 1.04205
O 1.58712 4.60280 0.29366
Br 3.56019 0.52247 -0.99663
Br -2.31794 0.02962 -1.72841
Br -2.19476 2.47039 0.10454
H 1.57330 -1.59259 -1.35987
H -0.07674 0.65099 1.02939
H -1.62448 -0.42164 1.37870
H -0.63755 -2.09599 -0.08191
H 0.22190 3.48547 -1.23526

---

[2]
16
Properties=species:S:1:pos:R:3 method="wB97M-V/def2-TZVPD" largest_force_ev_per_a=5.76 orbital_gap_ev=9.58 e_above_lowest_ev=0.465 e_homo_ev=-9.066 smiles=Clc1ncnc2c1[C@@H](Br)CN2 energy_ha=-3430.07454 e_lumo_ev=0.511 charge=0
Cl -0.45909 3.21329 -1.08359
C -0.22943 1.51903 -1.24963
N -0.39269 0.95621 -2.43652
C -0.39681 -0.38120 -2.58279
N -0.11075 -1.24982 -1.65063
C 0.20019 -0.65335 -0.48089
C 0.22249 0.69377 -0.27141
C 0.24834 0.73693 1.57935
Br -1.42361 1.21431 2.27490
C 0.51740 -0.77045 1.81884
N 0.37863 -1.44759 0.56562
H -0.76988 -0.75578 -3.59909
H 0.95565 1.32451 2.06338
H 1.55706 -0.91327 2.14021
H -0.18382 -1.16633 2.43546
H -0.11369 -2.32025 0.47678

---

[3]
15
Properties=species:S:1:pos:R:3 method="wB97M-V/def2-TZVPD" largest_force_ev_per_a=3.51 orbital_gap_ev=10.06 e_above_lowest_ev=0.000 e_homo_ev=-9.924 smiles=F[Si](Cl)(Cl)c1ccccc1 energy_ha=-1541.52488 e_lumo_ev=0.138 charge=0
F 2.75686 1.12861 1.35215
Si 2.39033 0.20793 0.12806
Cl 3.23982 -1.75987 0.89136
Cl 3.17354 0.86430 -1.58100
C 0.49210 0.30063 0.02628
C -0.12527 0.35225 -1.21811
C -1.48480 0.17805 -1.28889
C -2.13755 -0.35756 -0.20190
C -1.51342 -0.46423 1.05118
C -0.22183 -0.06525 1.19147
H 0.53883 0.51583 -2.06444
H -2.09223 0.33540 -2.25758
H -3.23865 -0.48957 -0.25296
H -1.96306 -0.62779 1.93641
H 0.18533 -0.11875 2.28798

---

[4]
18
Properties=species:S:1:pos:R:3 method="wB97M-V/def2-TZVPD" largest_force_ev_per_a=4.69 orbital_gap_ev=6.82 e_above_lowest_ev=0.000 e_homo_ev=-4.613 energy_ha=-1773.93648 e_lumo_ev=2.207 charge=-1
C 0.98139 0.62279 -0.26850
C 0.83923 -0.50801 0.61391
C 0.06325 0.82982 -1.25529
C -0.07015 -1.48968 0.30938
C -1.16345 -0.00367 -1.24236
C -1.08496 -2.24690 -1.77214
N -0.76638 -1.32149 -0.85738
O -2.39956 -1.66866 -4.19737
O -1.72171 0.01959 -2.50641
O -3.57854 -1.68988 -1.92562
P -2.44241 -1.40738 -2.78108
Cl 1.73228 -2.16161 -2.06977
Cl -0.94680 -3.82113 -1.51681
H 1.98493 1.00189 -0.30565
H 1.48312 -0.52245 1.49454
H 0.05638 1.57005 -1.93355
H -0.18628 -2.49996 0.63715
H -1.96406 0.26910 -0.59948

---

[5]
15
Properties=species:S:1:pos:R:3 method="wB97M-V/def2-TZVPD" largest_force_ev_per_a=3.63 orbital_gap_ev=8.70 e_above_lowest_ev=1.678 e_homo_ev=-9.122 smiles="O[C@@H]1C=CC=C(Cl)C1(Cl)Cl" energy_ha=-1687.38369 e_lumo_ev=-0.418 charge=0
O 0.66168 -1.37117 1.51342
C 0.30116 -1.18309 0.17408
C 1.33334 -0.28187 -0.39136
C 1.08343 1.01646 -0.47290
C -0.15446 1.67778 -0.24490
C -1.20891 0.88817 0.09195
Cl -2.68081 1.53712 0.64718
C -1.13862 -0.62032 -0.09054
Cl -1.41825 -0.85746 -1.91377
Cl -2.40152 -1.50208 0.79709
H 1.25382 -0.59073 1.64644
H 0.18184 -2.23904 -0.39699
H 2.29819 -0.90134 -0.59493
H 1.93743 1.65813 -0.78807
H -0.04831 2.76944 0.02330

---

[6]
16
Properties=species:S:1:pos:R:3 method="wB97M-V/def2-TZVPD" largest_force_ev_per_a=3.56 orbital_gap_ev="6.86 / 8.92" e_above_lowest_ev=6.755 e_homo_ev="-8.617 / -9.453" energy_ha=-951.57288 e_lumo_ev="-1.758 / -0.535" charge=0
C 0.52144 -2.22727 -0.50408
C -0.42421 -2.21791 0.50972
C 0.77606 -1.07519 -1.23032
C -1.11973 -1.05962 0.80593
C 0.10193 0.09373 -0.93602
C -0.83710 0.09911 0.09131
N -0.84290 2.30848 0.55308
N -1.48126 1.30808 0.43341
O -0.79858 3.45800 0.75931
O 2.10067 2.60956 0.35539
Cl 1.55587 4.05630 0.68734
H 1.06771 -3.13262 -0.72224
H -0.60900 -3.11652 1.07995
H 1.51485 -1.07746 -2.01661
H -1.83953 -1.03066 1.60714
H 0.31377 1.00399 -1.47333

---

[7]
19
Properties=species:S:1:pos:R:3 method="wB97M-V/def2-TZVPD" largest_force_ev_per_a=3.38 orbital_gap_ev=6.60 e_above_lowest_ev=0.000 e_homo_ev=-4.542 energy_ha=-1115.49305 e_lumo_ev=2.056 charge=-1
C 2.70541 0.42333 -0.64135
C 2.79446 0.46366 -1.96949
C -2.61969 -1.11708 0.11017
C -2.16431 -0.01999 0.74214
C -4.00609 -1.76558 0.16820
C -0.73972 0.37627 0.69918
N 2.39233 2.71541 -1.00968
N 2.45908 1.72050 -0.15898
O -4.95259 -1.05301 0.40339
O -3.89549 -3.00859 0.01269
O 0.18126 -0.29327 0.23823
O -0.51835 1.57261 1.24861
O 2.27412 1.96926 1.07224
S 2.60753 2.08685 -2.50365
H 2.66856 -0.42030 -0.03305
H 2.91572 -0.56202 -2.59695
H -2.20094 -1.52093 -0.80022
H -2.81743 0.66710 1.47527
H 0.42782 1.69600 1.37494

---

[8]
15
Properties=species:S:1:pos:R:3 method="wB97M-V/def2-TZVPD" largest_force_ev_per_a=4.49 orbital_gap_ev=7.51 e_above_lowest_ev=6.690 e_homo_ev=-8.504 energy_ha=-793.84553 e_lumo_ev=-0.991 charge=0
C -3.78170 1.81604 -0.33327
C -4.86489 1.06150 -0.30616
C -1.76320 -0.80507 0.32495
C 0.31089 0.57036 0.16448
C 0.64060 -0.75076 -0.36294
C -0.39371 -0.66303 0.68546
N -2.92801 2.59978 -0.38454
N -2.86273 -1.20970 0.25462
N -4.03564 -1.56945 0.01942
S -5.30844 -0.46218 -0.15141
H 1.12129 1.07058 0.84904
H -0.26358 1.19487 -0.49589
H 0.21823 -0.85771 -1.43701
H 1.68673 -1.28147 -0.15062
H -0.14579 -1.16112 1.57770

---

[9]
16
Properties=species:S:1:pos:R:3 method="wB97M-V/def2-TZVPD" largest_force_ev_per_a=3.69 orbital_gap_ev="6.00 / 5.17" e_above_lowest_ev=2.331 e_homo_ev="-3.200 / -2.923" energy_ha=-525.77034 e_lumo_ev="2.801 / 2.246" charge=-1
C 1.30307 1.05044 -0.08631
C -1.18868 1.58295 0.09174
C 1.35052 -0.22286 0.07878
C -1.59741 0.23689 0.07790
C 0.16569 2.03850 -0.06209
C 1.84540 -1.63574 0.10425
N -1.74164 -1.92729 0.19234
N -2.87193 -0.19617 -0.27066
N -2.86365 -1.49741 -0.23694
N -0.86013 -0.85937 0.36275
O 0.44098 3.26948 -0.07625
H 2.13816 1.72749 -0.32317
H -2.03008 2.27390 -0.01683
H 2.19165 -1.90170 1.14029
H 2.75450 -1.75669 -0.62421
H 0.96354 -2.18243 -0.35158

---

[10]
13
Properties=species:S:1:pos:R:3 method="wB97M-V/def2-TZVPD" largest_force_ev_per_a=5.72 orbital_gap_ev=9.49 e_above_lowest_ev=1.797 e_homo_ev=-9.755 smiles="O=Cc1cccnc1" energy_ha=-361.51817 e_lumo_ev=-0.267 charge=0
O 0.28036 2.66836 -0.65452
C -0.13081 1.66607 -1.09060
C 0.24255 0.35045 -0.57581
C 0.69161 0.38207 0.71516
C 0.60924 -0.83290 1.36661
C -0.12778 -1.89761 1.04623
N -0.79657 -1.85348 -0.03964
C -0.64391 -0.86593 -0.85205
H -1.11717 1.82223 -1.73177
H 1.28160 1.19953 1.43946
H 1.27635 -0.82753 2.27142
H -0.64717 -2.72165 1.64935
H -1.30592 -0.65798 -1.77200

---

[11]
13
Properties=species:S:1:pos:R:3 method="wB97M-V/def2-TZVPD" largest_force_ev_per_a=6.94 orbital_gap_ev="7.40 / 8.16" e_above_lowest_ev=4.538 e_homo_ev="-9.150 / -9.504" energy_ha=-361.41744 e_lumo_ev="-1.752 / -1.340" charge=0
C 0.78066 2.51268 -0.28458
C -0.64540 -2.20862 0.12374
C -0.48618 0.51024 0.88125
C 0.54929 -0.13176 -0.77589
C 0.27081 1.29619 -0.27260
C -0.18388 -0.91781 0.28125
N 1.16205 3.58847 -0.48768
O -0.13555 -3.07210 -0.56709
H -1.65540 -2.49687 0.62148
H -0.20266 0.68409 1.93348
H -1.56162 0.73578 0.90564
H 0.57248 -0.52435 -1.79158
H 1.53540 0.02406 -0.56741

---

[12]
16
Properties=species:S:1:pos:R:3 method="wB97M-V/def2-TZVPD" largest_force_ev_per_a=3.36 orbital_gap_ev=9.58 e_above_lowest_ev=3.132 e_homo_ev=-9.515 energy_ha=-910.14171 e_lumo_ev=0.066 charge=0
C 0.72658 0.49853 -1.25757
C 1.46991 -0.51831 -0.46808
C 0.83042 1.82493 -0.70687
C 1.38609 -0.62329 0.84586
C -1.52983 -0.69993 0.83883
C -1.29512 0.50584 1.31624
N 0.91915 2.87504 -0.28081
O 1.20525 -0.47768 1.97251
O -0.66987 0.23757 -1.51033
O -0.66883 -2.36118 -0.97822
S -1.47612 -1.13980 -0.97444
H 1.38181 0.66380 -2.12069
H 2.01762 -1.23209 -1.15358
H -1.03781 1.32805 0.57516
H -1.33392 0.74377 2.36158
H -1.92533 -1.62525 1.54042

---

Q: What is the charge in the twelfth record?
A: 0

---

Q: Which value of charge does entry 11 give?
A: 0

---

Q: Look up the charge of the second one.
A: 0